[1]
This record from the OMol25 dataset describes 3 unconnected molecules or ions with the total composition C3H14NO2 at a distorted geometry. The level of theory is ωB97M-V/def2-TZVPD.

```
20
C3H14NO2, DFT ωB97M-V/def2-TZVPD
C 1.002 -0.165 1.449
C 0.896 -1.524 0.790
C -0.352 -2.280 1.292
N 0.787 -1.313 -0.705
H 1.960 0.335 1.302
H 0.252 0.451 0.957
H 0.830 -0.181 2.523
H 1.775 -2.148 0.906
H -0.623 -1.896 2.257
H -0.248 -3.363 1.356
H -1.134 -2.127 0.564
H -0.146 -0.879 -0.955
H 1.552 -0.726 -0.998
H 0.941 -2.188 -1.200
H -1.288 7.091 -1.545
H -0.176 6.173 -0.953
O -0.414 6.713 -1.709
H -2.182 -0.975 -1.091
H -1.916 -0.358 -2.535
O -1.519 -0.641 -1.705
```

Calculated values
Max |F| ... 1.0 eV Å⁻¹
HOMO energy ... -13.35 eV
LUMO level ... -0.118 hartree
Net charge ... +1
Gap between HOMO and LUMO ... 10.14 eV
DFT total energy ... -327.6906 Eh



[2]
This record from the OMol25 dataset describes a single C20H22N2O5S molecule. The level of theory is ωB97M-V/def2-TZVPD.

```
50
C20H22N2O5S, DFT ωB97M-V/def2-TZVPD
C -1.341 -2.332 -2.909
H -0.662 -1.715 -3.492
H -2.306 -2.362 -3.411
H -0.944 -3.342 -2.865
C -1.472 -1.765 -1.499
N -1.991 -0.407 -1.505
C -1.112 0.610 -1.500
O 0.094 0.418 -1.560
C -1.658 2.032 -1.423
C -0.514 2.953 -1.056
H -0.822 3.990 -0.957
H 0.319 2.859 -1.745
S 0.123 2.459 0.596
O 0.456 3.677 1.290
O -0.849 1.597 1.223
C 1.640 1.535 0.361
C 1.681 0.214 0.758
C 2.842 -0.515 0.564
C 3.955 0.094 -0.031
C 3.903 1.435 -0.391
C 2.739 2.159 -0.193
H 2.683 3.202 -0.458
H 4.781 1.888 -0.821
O 5.114 -0.594 -0.218
C 4.997 -2.002 -0.295
C 4.003 -2.638 0.670
O 4.113 -3.771 1.075
N 2.953 -1.840 0.984
H 2.215 -2.227 1.558
H 4.689 -2.296 -1.312
H 5.993 -2.407 -0.105
H 0.806 -0.225 1.211
H -2.422 2.097 -0.648
H -2.088 2.318 -2.386
C -3.433 -0.295 -1.497
C -4.042 -0.705 -0.174
C -5.209 -1.458 -0.153
C -5.787 -1.827 1.049
C -5.198 -1.450 2.244
C -4.032 -0.704 2.229
C -3.454 -0.329 1.028
H -2.545 0.253 1.035
H -3.566 -0.405 3.155
H -5.646 -1.740 3.183
H -6.695 -2.411 1.051
H -5.671 -1.756 -1.085
H -3.728 0.729 -1.734
H -3.830 -0.940 -2.290
H -0.486 -1.735 -1.030
H -2.140 -2.381 -0.893
```

Calculated values
Max |F| ... 0.8 eV Å⁻¹
HOMO energy ... -8.62 eV
LUMO level ... 0.020 hartree
Gap between HOMO and LUMO ... 9.16 eV
DFT total energy ... -1659.2509 Eh



[3]
This record from the OMol25 dataset describes 9 unconnected molecules or ions with the total composition C20H58N5O8 at a distorted geometry. The level of theory is ωB97M-V/def2-TZVPD.

```
91
C20H58N5O8, DFT ωB97M-V/def2-TZVPD
N 1.442 -2.989 -0.597
C 0.143 -2.706 -1.374
C -1.005 -2.393 -0.246
N -2.294 -3.168 -0.408
N -2.527 -4.552 -0.501
C -4.045 -4.713 -0.608
N -4.829 -3.404 -0.579
C -3.645 -2.425 -0.443
N -3.883 -1.057 -0.347
H 1.682 -2.086 -0.087
H 1.260 -3.695 0.165
H -0.058 -3.643 -2.046
H 0.392 -1.774 -2.072
H -0.563 -2.679 0.823
H -1.199 -1.221 -0.200
H -1.772 -5.300 -0.470
H -4.630 -5.726 -0.707
H -3.759 -0.600 0.607
H -4.116 -0.489 -1.212
C -5.874 1.076 3.667
C -4.663 0.168 3.743
O -3.533 0.820 3.184
H -6.085 1.349 2.628
H -6.756 0.586 4.090
H -5.694 2.009 4.212
H -4.840 -0.753 3.180
H -4.438 -0.099 4.780
H -3.380 1.633 3.697
C 4.762 0.896 -0.672
C 3.621 1.045 0.313
O 3.140 -0.236 0.695
H 4.434 0.347 -1.561
H 5.142 1.874 -0.980
H 5.583 0.322 -0.229
H 2.794 1.599 -0.141
H 3.944 1.580 1.210
H 3.879 -0.717 1.104
C -5.148 0.497 8.361
C -6.437 -0.157 7.909
O -6.202 -0.943 6.750
H -4.737 1.129 7.567
H -5.313 1.110 9.251
H -4.390 -0.260 8.590
H -7.184 0.603 7.660
H -6.847 -0.801 8.693
H -5.543 -1.619 6.983
C 8.959 0.455 -3.096
C 8.135 1.698 -3.358
O 7.628 2.211 -2.135
H 8.353 -0.311 -2.602
H 9.355 0.045 -4.030
H 9.797 0.679 -2.427
H 7.288 1.466 -4.009
H 8.738 2.474 -3.841
H 8.389 2.422 -1.567
C 9.176 -0.700 -8.002
C 10.378 -1.071 -7.159
O 9.961 -1.421 -5.847
H 8.635 0.140 -7.553
H 9.480 -0.423 -9.015
H 8.472 -1.537 -8.062
H 11.068 -0.225 -7.083
H 10.916 -1.918 -7.594
H 9.355 -2.178 -5.924
C 5.876 -0.377 -11.818
C 7.078 -0.747 -10.974
O 6.661 -1.097 -9.663
H 5.335 0.463 -11.369
H 6.180 -0.100 -12.831
H 5.172 -1.213 -11.877
H 7.768 0.098 -10.899
H 7.616 -1.595 -11.410
H 6.055 -1.854 -9.740
C -9.429 2.242 11.071
C -8.219 1.335 11.146
O -7.088 1.987 10.588
H -9.640 2.516 10.032
H -10.311 1.752 11.493
H -9.249 3.175 11.615
H -8.395 0.414 10.583
H -7.993 1.067 12.183
H -6.935 2.799 11.100
C -5.189 3.880 -0.345
C -5.731 2.523 0.055
O -6.768 2.678 1.013
H -4.803 4.413 0.530
H -4.385 3.778 -1.079
H -5.981 4.502 -0.773
H -4.941 1.912 0.503
H -6.131 1.989 -0.812
H -7.468 3.215 0.602
```

Calculated values
Max |F| ... 9.3 eV Å⁻¹
HOMO energy ... -11.23 eV
LUMO level ... -0.150 hartree
Net charge ... +1
Gap between HOMO and LUMO ... 7.14 eV
DFT total energy ... -1671.9957 Eh



Question: Which of these has the lowest HOMO energy?
Answer: C3H14NO2



Repeat the third record exactly.
This record from the OMol25 dataset describes 9 unconnected molecules or ions with the total composition C20H58N5O8 at a distorted geometry. The level of theory is ωB97M-V/def2-TZVPD.

```
91
C20H58N5O8, DFT ωB97M-V/def2-TZVPD
N 1.442 -2.989 -0.597
C 0.143 -2.706 -1.374
C -1.005 -2.393 -0.246
N -2.294 -3.168 -0.408
N -2.527 -4.552 -0.501
C -4.045 -4.713 -0.608
N -4.829 -3.404 -0.579
C -3.645 -2.425 -0.443
N -3.883 -1.057 -0.347
H 1.682 -2.086 -0.087
H 1.260 -3.695 0.165
H -0.058 -3.643 -2.046
H 0.392 -1.774 -2.072
H -0.563 -2.679 0.823
H -1.199 -1.221 -0.200
H -1.772 -5.300 -0.470
H -4.630 -5.726 -0.707
H -3.759 -0.600 0.607
H -4.116 -0.489 -1.212
C -5.874 1.076 3.667
C -4.663 0.168 3.743
O -3.533 0.820 3.184
H -6.085 1.349 2.628
H -6.756 0.586 4.090
H -5.694 2.009 4.212
H -4.840 -0.753 3.180
H -4.438 -0.099 4.780
H -3.380 1.633 3.697
C 4.762 0.896 -0.672
C 3.621 1.045 0.313
O 3.140 -0.236 0.695
H 4.434 0.347 -1.561
H 5.142 1.874 -0.980
H 5.583 0.322 -0.229
H 2.794 1.599 -0.141
H 3.944 1.580 1.210
H 3.879 -0.717 1.104
C -5.148 0.497 8.361
C -6.437 -0.157 7.909
O -6.202 -0.943 6.750
H -4.737 1.129 7.567
H -5.313 1.110 9.251
H -4.390 -0.260 8.590
H -7.184 0.603 7.660
H -6.847 -0.801 8.693
H -5.543 -1.619 6.983
C 8.959 0.455 -3.096
C 8.135 1.698 -3.358
O 7.628 2.211 -2.135
H 8.353 -0.311 -2.602
H 9.355 0.045 -4.030
H 9.797 0.679 -2.427
H 7.288 1.466 -4.009
H 8.738 2.474 -3.841
H 8.389 2.422 -1.567
C 9.176 -0.700 -8.002
C 10.378 -1.071 -7.159
O 9.961 -1.421 -5.847
H 8.635 0.140 -7.553
H 9.480 -0.423 -9.015
H 8.472 -1.537 -8.062
H 11.068 -0.225 -7.083
H 10.916 -1.918 -7.594
H 9.355 -2.178 -5.924
C 5.876 -0.377 -11.818
C 7.078 -0.747 -10.974
O 6.661 -1.097 -9.663
H 5.335 0.463 -11.369
H 6.180 -0.100 -12.831
H 5.172 -1.213 -11.877
H 7.768 0.098 -10.899
H 7.616 -1.595 -11.410
H 6.055 -1.854 -9.740
C -9.429 2.242 11.071
C -8.219 1.335 11.146
O -7.088 1.987 10.588
H -9.640 2.516 10.032
H -10.311 1.752 11.493
H -9.249 3.175 11.615
H -8.395 0.414 10.583
H -7.993 1.067 12.183
H -6.935 2.799 11.100
C -5.189 3.880 -0.345
C -5.731 2.523 0.055
O -6.768 2.678 1.013
H -4.803 4.413 0.530
H -4.385 3.778 -1.079
H -5.981 4.502 -0.773
H -4.941 1.912 0.503
H -6.131 1.989 -0.812
H -7.468 3.215 0.602
```

Calculated values
Max |F| ... 9.3 eV Å⁻¹
HOMO energy ... -11.23 eV
LUMO level ... -0.150 hartree
Net charge ... +1
Gap between HOMO and LUMO ... 7.14 eV
DFT total energy ... -1671.9957 Eh